# 1
{
  "formula": "C58H125N7O7",
  "method": "ωB97M-V with the def2-TZVPD basis set",
  "relative_energy_kcal_mol": 766.7,
  "gap_ev": 7.96,
  "species": ["C", "C", "C", "O", "C", "N", "H", "H", "H", "H", "H", "H", "H", "H", "H", "H", "H", "C", "C", "C", "C", "C", "C", "N", "O", "C", "C", "C", "H", "H", "H", "H", "H", "H", "H", "H", "H", "H", "H", "H", "H", "H", "H", "H", "H", "H", "H", "C", "C", "C", "C", "C", "C", "N", "O", "C", "C", "C", "H", "H", "H", "H", "H", "H", "H", "H", "H", "H", "H", "H", "H", "H", "H", "H", "H", "H", "H", "C", "C", "C", "C", "C", "C", "N", "O", "C", "C", "C", "H", "H", "H", "H", "H", "H", "H", "H", "H", "H", "H", "H", "H", "H", "H", "H", "H", "H", "H", "C", "C", "C", "C", "C", "C", "N", "O", "C", "C", "C", "H", "H", "H", "H", "H", "H", "H", "H", "H", "H", "H", "H", "H", "H", "H", "H", "H", "H", "H", "C", "C", "C", "C", "C", "C", "N", "O", "C", "C", "C", "H", "H", "H", "H", "H", "H", "H", "H", "H", "H", "H", "H", "H", "H", "H", "H", "H", "H", "H", "C", "C", "C", "C", "C", "C", "N", "O", "C", "C", "C", "H", "H", "H", "H", "H", "H", "H", "H", "H", "H", "H", "H", "H", "H", "H", "H", "H", "H", "H"],
  "positions_angstrom": [[-10.16570, 9.58940, 16.68585], [-9.12440, 10.12775, 17.60233], [-9.30532, 9.75207, 19.07169], [-10.23910, 10.77710, 19.57172], [-10.59586, 10.32888, 20.90178], [-7.87594, 9.67290, 17.08213], [-11.11410, 9.88085, 17.13720], [-10.17503, 8.49964, 16.70705], [-10.06612, 9.91159, 15.64932], [-9.16942, 11.21645, 17.57378], [-8.34094, 9.75715, 19.57967], [-9.70414, 8.73891, 19.12206], [-11.34064, 11.00604, 21.31992], [-9.75040, 10.58060, 21.54204], [-10.88033, 9.28696, 21.04870], [-7.81330, 9.92772, 16.10680], [-7.21303, 10.34297, 17.44496], [-6.96988, 10.78015, 14.21415], [-6.46402, 12.14394, 14.84449], [-6.46971, 13.28016, 13.70390], [-7.77727, 13.73999, 13.23174], [-8.49865, 14.22388, 14.45690], [-8.73080, 13.19867, 15.63292], [-7.44533, 12.51311, 15.86560], [-7.33735, 11.78610, 17.08090], [-9.10331, 13.99040, 16.86012], [-9.83607, 12.23196, 15.26269], [-4.98949, 12.02731, 15.34800], [-6.23062, 10.50441, 13.46211], [-7.90305, 10.85092, 13.65535], [-6.86771, 10.02228, 14.99088], [-5.92397, 14.16568, 14.02974], [-6.02341, 12.82402, 12.82024], [-8.25351, 12.96936, 12.62562], [-7.68418, 14.64417, 12.63016], [-9.45502, 14.57769, 14.07184], [-8.03816, 15.12241, 14.86766], [-9.46830, 13.30134, 17.62174], [-8.15635, 14.35002, 17.26270], [-9.82631, 14.77375, 16.63267], [-10.71587, 12.84586, 15.06988], [-9.64502, 11.58735, 14.40473], [-9.91164, 11.49452, 16.06180], [-4.94817, 11.17047, 16.02048], [-4.74624, 12.89348, 15.96336], [-4.26324, 11.95634, 14.53830], [-6.94114, 12.46784, 17.62851], [-10.90415, 6.64355, 17.80038], [-9.45498, 5.89342, 17.85255], [-8.78862, 6.07944, 19.17127], [-9.42795, 5.34546, 20.39222], [-9.37888, 3.88682, 20.02361], [-10.08153, 3.59000, 18.72839], [-9.54426, 4.46799, 17.65248], [-9.95611, 4.04643, 16.41681], [-9.64311, 2.08082, 18.52356], [-11.64431, 3.74836, 19.00175], [-8.48280, 6.52732, 16.75004], [-10.73581, 7.54924, 17.21774], [-11.08975, 6.89945, 18.84354], [-11.74033, 6.06001, 17.41515], [-7.74863, 5.77639, 19.05009], [-8.63460, 7.13670, 19.38711], [-10.37993, 5.81685, 20.63641], [-8.84574, 5.47982, 21.30385], [-9.80469, 3.35795, 20.87630], [-8.34911, 3.52954, 20.01675], [-8.59109, 2.00203, 18.24941], [-9.97343, 1.44737, 19.34679], [-10.09074, 1.70930, 17.60176], [-11.85655, 4.59209, 19.65839], [-12.12901, 3.95906, 18.04847], [-12.20598, 2.90246, 19.39807], [-8.58883, 7.60225, 16.60384], [-8.85759, 6.13752, 15.80363], [-7.43863, 6.32873, 16.99167], [-9.10681, 3.81046, 16.03655], [-12.52269, 3.17624, 21.34736], [-13.47066, 4.37617, 21.40430], [-14.42358, 4.32412, 22.62493], [-13.72196, 4.80520, 23.83556], [-13.17100, 6.24949, 23.64956], [-12.12191, 6.35649, 22.44224], [-12.82984, 5.72896, 21.27430], [-12.20545, 6.00011, 20.12025], [-11.89107, 7.97997, 22.13684], [-10.82175, 5.68212, 22.91185], [-14.47809, 4.28481, 20.13679], [-12.86287, 2.33457, 20.74405], [-12.16725, 2.72585, 22.27413], [-11.60888, 3.53496, 20.87370], [-15.37859, 4.84951, 22.62018], [-14.54093, 3.24189, 22.68051], [-12.89916, 4.13820, 24.09288], [-14.39798, 4.85088, 24.68938], [-12.64219, 6.40114, 24.59055], [-14.05395, 6.88855, 23.63892], [-12.80099, 8.47187, 21.79308], [-11.76713, 8.55351, 23.05542], [-11.09982, 8.12674, 21.40165], [-9.93213, 5.75918, 22.28676], [-10.48441, 6.22324, 23.79587], [-10.98489, 4.65765, 23.24640], [-15.00473, 3.33921, 20.26563], [-14.07382, 4.27613, 19.12456], [-15.23003, 5.07065, 20.06504], [-12.83666, 6.48256, 19.58135], [-9.66278, 13.63793, 25.85472], [-10.63503, 14.29897, 24.88141], [-9.84635, 15.25549, 23.97677], [-9.05705, 14.48302, 22.95062], [-9.93022, 13.59750, 22.15801], [-10.74275, 12.52970, 23.00178], [-11.37607, 13.33106, 24.08735], [-12.43620, 12.75434, 24.73889], [-11.90188, 11.93663, 22.13196], [-9.90817, 11.33661, 23.48898], [-11.58352, 15.20071, 25.60503], [-10.18555, 12.88946, 26.45018], [-8.73328, 13.34262, 25.36798], [-9.36205, 14.36763, 26.60651], [-10.38867, 16.00794, 23.40422], [-9.07201, 15.74866, 24.56437], [-8.57545, 15.14361, 22.22966], [-8.26986, 13.85222, 23.36356], [-9.29174, 13.03119, 21.47997], [-10.58643, 14.26633, 21.60108], [-11.67193, 12.07139, 21.07505], [-12.85753, 12.45693, 22.19632], [-12.04625, 10.88567, 22.38243], [-10.40735, 10.74210, 24.25414], [-9.02534, 11.73145, 23.99178], [-9.46974, 10.68941, 22.72937], [-12.28529, 14.78654, 26.32896], [-11.17065, 16.08146, 26.09690], [-12.30628, 15.68587, 24.94903], [-13.16931, 13.25263, 24.37033], [-3.97877, 11.45602, 18.77905], [-5.27682, 11.97462, 19.51538], [-5.01892, 11.96904, 21.03441], [-6.12610, 12.76189, 21.82373], [-6.17635, 14.17353, 21.22485], [-6.46131, 14.21023, 19.72216], [-5.52317, 13.33622, 19.02627], [-5.79747, 13.42783, 17.65604], [-7.95684, 13.85359, 19.45421], [-6.11741, 15.64335, 19.26159], [-6.36906, 10.95840, 19.31193], [-3.71114, 10.49260, 19.21296], [-3.13056, 12.12607, 18.91940], [-4.18610, 11.24736, 17.72949], [-4.86636, 10.92235, 21.29756], [-4.04431, 12.35397, 21.33452], [-5.93827, 12.89127, 22.88962], [-7.07159, 12.23021, 21.71662], [-5.30585, 14.79125, 21.44567], [-6.97132, 14.69286, 21.76003], [-8.11689, 13.00043, 18.79497], [-8.48346, 13.47222, 20.32905], [-8.60162, 14.70675, 19.24328], [-5.06569, 15.92494, 19.20971], [-6.42397, 15.76271, 18.22244], [-6.64577, 16.39001, 19.85443], [-6.52164, 10.86176, 18.23699], [-7.30493, 11.22951, 19.80055], [-6.00832, 9.95698, 19.54669], [-5.27059, 14.17821, 17.37160], [-5.70443, 8.63333, 23.20865], [-6.95536, 9.14872, 22.47274], [-7.11083, 8.27531, 21.16348], [-7.89304, 6.94068, 21.32945], [-9.15929, 7.19427, 22.17983], [-8.95952, 7.86266, 23.57035], [-8.15657, 9.11486, 23.42043], [-7.99939, 9.82228, 24.61830], [-10.35830, 8.31217, 24.17645], [-8.27379, 6.84593, 24.46369], [-6.72826, 10.63019, 22.13500], [-4.82491, 8.63914, 22.56481], [-5.84327, 7.62147, 23.58941], [-5.43312, 9.28198, 24.04156], [-7.35329, 8.84437, 20.26599], [-6.10944, 7.91731, 20.92441], [-7.48360, 5.95377, 21.54505], [-8.27580, 6.77618, 20.32221], [-9.60680, 6.23191, 22.42818], [-9.91404, 7.79679, 21.67445], [-10.07554, 8.79080, 25.11403], [-10.85761, 9.04136, 23.53843], [-11.00290, 7.46649, 24.41606], [-8.92898, 6.09692, 24.90846], [-7.44493, 6.22813, 24.11813], [-7.82043, 7.32729, 25.33020], [-5.89053, 10.69119, 21.44032], [-6.48877, 11.21338, 23.02418], [-7.62123, 10.96358, 21.60626], [-8.06761, 10.71498, 24.27184]],
  "forces_ev_per_angstrom": [[-1.40, -0.87, 0.54], [0.05, -0.40, -0.14], [-1.00, 1.46, -1.52], [0.64, -2.57, 0.48], [2.08, -0.17, -1.51], [0.62, -2.44, 0.32], [-0.52, 0.15, -0.56], [0.66, 1.37, -0.62], [-0.13, -0.30, 0.29], [-0.24, -0.13, 0.41], [-0.84, 0.39, -0.08], [-0.41, 0.07, 0.39], [2.54, -4.26, -3.13], [-0.06, -0.93, -1.56], [0.61, 1.58, -1.29], [-0.75, -0.41, 0.24], [-0.72, -2.39, -0.78], [2.32, 0.96, -0.48], [-1.29, 0.25, -1.81], [1.34, -1.71, 0.30], [-0.60, 0.59, 0.67], [-1.65, -0.35, 0.49], [0.92, 0.01, -2.11], [0.93, 1.23, 0.12], [-0.29, 4.54, -2.74], [0.42, -0.58, -0.05], [0.08, -0.05, 0.11], [-1.37, 0.10, 0.33], [0.18, -0.24, -0.21], [-0.16, -0.08, 0.67], [-0.32, -0.04, -0.66], [0.44, -0.22, 0.18], [0.93, 0.01, 0.22], [-0.52, 0.06, 0.25], [0.24, -0.21, -0.50], [-0.55, -0.03, 0.58], [0.48, -0.05, -0.03], [-0.54, 0.28, -0.18], [-0.43, 0.65, -0.36], [0.03, -0.01, 0.11], [-0.44, -0.47, 0.22], [0.17, 0.51, -0.40], [-0.72, 1.31, -0.24], [0.29, -0.14, -0.27], [0.10, -0.19, -0.46], [-0.27, -0.25, -0.10], [0.05, 0.18, -0.28], [1.96, -0.38, 0.39], [-1.36, 0.90, -1.81], [-0.68, -0.76, -0.98], [0.48, -0.78, -1.72], [-0.38, 0.79, 1.09], [-0.58, -1.66, 0.63], [1.11, -1.25, 2.57], [-0.54, -0.02, -1.20], [-1.04, 1.03, -2.07], [0.87, -0.60, -2.86], [-1.73, -0.54, 0.38], [-1.10, -1.30, 0.71], [-0.07, 0.39, -0.54], [0.34, -0.15, -0.15], [0.10, -0.56, 0.01], [-1.46, 0.49, -2.43], [0.21, -0.79, -0.75], [-0.51, -1.55, -1.65], [-0.28, -0.50, -0.27], [0.29, 0.30, -0.30], [0.29, 0.14, 0.79], [0.29, 0.17, 0.05], [-0.53, -0.22, 0.05], [0.75, -1.30, -1.54], [0.08, 0.16, -0.40], [1.09, -0.07, -1.31], [0.18, -0.24, 0.74], [0.61, -0.41, -0.21], [-0.06, -0.31, -0.34], [-0.17, -0.23, -0.55], [1.19, -0.15, 1.45], [-1.89, 1.33, -2.38], [1.05, -0.74, -0.36], [0.95, 0.86, 0.70], [0.81, -1.51, -0.04], [-1.64, 1.57, 0.14], [-1.54, 0.18, 4.23], [-0.33, 2.06, -0.71], [-3.19, -2.65, -0.54], [-4.21, -3.50, 2.76], [0.37, -0.34, 0.54], [-0.44, 0.17, 0.36], [-0.58, 0.31, 0.72], [-0.55, -0.58, 1.23], [-0.02, -0.05, -1.03], [-0.83, -0.05, 0.36], [0.04, -0.05, 0.13], [-0.02, -0.21, 0.12], [0.07, 0.57, -0.02], [0.34, 0.51, -0.59], [-0.53, -0.70, -0.87], [-1.16, -1.48, -1.88], [-1.85, -0.85, 0.81], [-10.91, -14.51, -3.49], [-0.37, -1.04, -0.37], [-0.48, -0.28, -0.05], [-0.14, -0.05, -0.08], [0.64, -0.21, 0.28], [0.04, 0.23, 0.75], [-0.23, 0.29, -0.24], [-0.01, 0.77, 0.83], [0.39, 0.39, 0.05], [1.53, -0.63, -0.52], [0.58, -0.22, -0.05], [-0.96, -1.85, 0.13], [-1.01, 0.80, -0.08], [1.07, 1.09, -2.02], [-0.43, -0.80, 0.60], [-2.31, 4.07, 2.23], [0.73, 1.65, 1.06], [-2.21, 1.15, 0.83], [0.28, -0.53, -0.41], [-0.26, -0.57, 0.14], [0.11, 0.29, 0.02], [-0.65, -0.05, 0.47], [-0.39, 0.42, 0.43], [-0.05, 0.29, 0.28], [0.25, 0.23, 0.43], [-0.62, -0.18, 0.08], [-0.48, -0.47, -0.28], [-0.79, 1.58, 0.33], [-0.13, 0.39, 0.84], [-1.06, 0.70, 0.81], [-0.18, 0.35, -0.22], [-0.33, 0.76, 0.13], [-0.41, 0.38, 1.45], [0.51, -0.71, 0.29], [0.81, -0.31, 0.06], [0.11, -0.14, -0.79], [-0.45, -0.20, 0.19], [-0.94, -0.19, 0.74], [1.73, -0.34, -0.14], [2.31, 2.85, -0.16], [1.51, 2.30, -1.73], [-0.16, -0.12, 0.31], [-0.09, 0.57, 0.61], [0.68, 0.60, 1.91], [1.00, 0.62, 0.50], [-0.11, -0.44, 1.37], [-0.68, 0.12, -0.90], [0.32, -0.14, -1.49], [0.06, -0.09, 0.14], [-0.17, 0.15, -0.16], [0.15, 0.35, 0.14], [2.02, 1.13, -0.53], [0.27, 0.88, -0.53], [0.33, -0.14, -0.10], [0.57, 2.41, -0.35], [0.50, -0.37, -0.05], [0.09, 0.04, -0.45], [0.20, 0.73, -0.08], [0.97, 0.12, 0.09], [0.36, 0.04, -0.60], [0.24, -0.50, 0.67], [-0.48, 0.21, -0.07], [-0.07, -0.04, 0.01], [0.99, 0.44, 1.98], [0.29, -0.16, -0.25], [-0.10, 0.20, 0.53], [0.07, 0.10, -0.16], [0.14, 0.16, 0.21], [0.21, -0.26, 1.15], [1.21, -1.27, 1.75], [-0.27, 4.15, 1.24], [4.65, 4.38, -0.19], [0.26, 0.53, -0.80], [-0.79, -1.68, -2.81], [1.25, -0.77, 0.18], [2.85, 0.54, 1.98], [0.50, -0.48, 1.92], [-2.19, -5.56, 1.09], [0.01, -0.09, -0.27], [0.05, 0.01, -0.07], [-0.26, -0.01, 0.24], [-0.56, -0.49, 0.67], [0.53, 0.40, 0.03], [1.67, 0.79, 0.72], [2.13, 1.13, 4.28], [10.48, 14.78, 3.24], [1.77, -0.77, -0.17], [-0.14, 0.04, 0.25], [2.14, 0.16, 1.68], [0.06, 0.89, 0.09], [-0.43, 0.08, -0.04], [-0.04, 0.31, -1.02], [-0.15, 0.37, 0.18], [-3.60, -1.75, 1.64], [-0.35, -0.94, 0.06], [-0.39, -0.70, 0.56], [0.08, 0.03, 0.57]]
}

# 2
{
  "formula": "C3H9NO2",
  "method": "ωB97M-V with the def2-TZVPD basis set",
  "relative_energy_kcal_mol": 68.5,
  "gap_ev": 10.67,
  "species": ["C", "C", "N", "O", "H", "H", "H", "H", "H", "C", "O", "H", "H", "H", "H"],
  "positions_angstrom": [[-1.22075, 1.57701, 2.62910], [-1.06844, 1.22495, 1.09397], [0.24436, 0.74485, 0.75644], [-1.88372, 1.02484, 0.13633], [-1.55468, 0.65100, 3.24508], [-2.07148, 2.11377, 2.50848], [-0.51472, 2.15131, 2.99499], [0.55309, 0.46779, -0.07041], [1.00117, 0.92620, 1.41703], [0.83096, -1.59382, -2.62743], [2.04787, -2.25340, -2.42191], [1.09371, -0.81420, -3.52054], [0.56777, -1.06204, -1.78801], [-0.02741, -2.25415, -2.65242], [2.00227, -2.90411, -1.70070]],
  "forces_ev_per_angstrom": [[-3.36, -5.28, -3.34], [1.63, -3.93, -3.87], [-1.73, 2.84, 6.73], [1.21, 1.79, 4.20], [1.12, 1.46, -1.17], [-2.86, 2.06, 0.53], [3.79, 2.38, 1.85], [0.73, -1.23, -4.67], [-0.51, -0.10, -0.26], [1.20, 1.04, -2.48], [0.89, -0.97, 0.31], [-1.42, -2.17, 1.95], [-0.29, 2.03, 2.05], [-0.18, -0.38, -1.40], [-0.21, 0.45, -0.42]]
}